# 1
CH4N2O2 | ωB97M-V with the def2-TZVPD basis set

Structure (XYZ):
```
9
Properties=species:S:1:pos:R:3:forces:R:3:nbo_charge:R:1
C 1.01036 0.39938 0.06617 0.3 0.9 -1.2 -0.48
N -1.27413 -0.08701 -0.16806 1.2 2.3 -0.1 0.11
N -0.08021 -0.53461 0.12008 -2.1 -0.3 -0.3 0.24
O -2.34246 -0.70177 -0.14973 0.0 -0.5 0.0 -0.45
O 0.15044 -1.72158 0.36823 -0.2 -0.8 0.3 -0.46
H 1.80419 -0.28301 0.33400 0.7 0.5 -0.2 0.27
H 0.88172 1.18590 0.83052 0.2 -0.2 -0.6 0.23
H 1.06731 0.77822 -1.01489 0.4 -0.3 1.7 0.23
H -1.21722 0.96448 -0.38633 -0.4 -1.6 0.3 0.33
```
Positions in Å, forces in eV/Å.

Values from the calculation:
LUMO energy (alpha / beta): 0.43 / 0.42 eV
E_HOMO (alpha / beta): -8.48 / -8.53 eV
DFT total energy: -8172.03072 eV
Kohn-Sham gap (alpha / beta): 8.906 / 8.957 eV

---

# 2
CH4N2O2 | ωB97M-V with the def2-TZVPD basis set

Structure (XYZ):
```
9
Properties=species:S:1:pos:R:3:forces:R:3:nbo_charge:R:1
C -1.47489 0.44241 -0.03252 1.1 1.4 -0.4 0.51
N 1.44198 -0.73446 -0.37617 -2.3 1.0 -1.7 -0.57
N -0.23265 0.71927 0.51771 2.0 0.8 0.2 -0.36
O -1.69762 -0.58237 -0.62177 -0.6 0.0 0.5 -0.57
O 0.61298 -0.34048 0.73431 0.0 -1.3 0.4 -0.27
H -2.15720 1.33378 0.11533 0.3 -0.9 -0.3 0.12
H 2.27805 -1.05907 0.06070 0.2 -0.8 0.1 0.36
H 0.85399 -1.36551 -1.00573 1.5 0.6 1.6 0.38
H 0.37535 1.58645 0.60816 -2.2 -1.0 -0.4 0.40
```
Positions in Å, forces in eV/Å.

Values from the calculation:
LUMO energy: 0.98 eV
E_HOMO: -9.67 eV
DFT total energy: -8173.34691 eV
SMILES: NONC=O
Kohn-Sham gap: 10.650 eV